49
Properties=species:S:1:pos:R:3:forces:R:3 method="wB97M-V/def2-TZVPD" charge=-4 total_energy_ev=-205418.2043 relative_energy_ev=4.937 gap_ev=6.59 lumo_energy_ha=0.298
Zn -0.2314 0.0967 0.1111 -0.3483 -0.6919 -1.3399
C -3.3657 1.7169 -3.0013 2.9940 -1.6844 2.6104
F -3.2367 2.9593 -2.4823 -1.0740 -0.6925 -0.9111
F -4.2358 0.9869 -2.2180 0.0834 1.2229 -1.2431
F -3.7383 1.7224 -4.2733 -0.8832 0.5347 0.0407
S -1.6330 0.8201 -2.8993 1.9662 -1.2606 -2.1223
O -1.2372 0.6511 -1.5095 -2.2758 0.9355 -1.3121
O -1.8503 -0.4530 -3.5856 -1.2592 0.3533 0.5848
O -0.7272 1.6237 -3.7095 -1.6009 0.6838 0.7586
C -0.4288 -4.2519 0.9039 2.1189 2.4308 -2.4030
F 0.1919 -3.6561 1.9462 -1.0692 -0.3503 0.2734
F 0.2729 -5.3585 0.6520 -0.0276 -1.5637 0.5780
F -1.6761 -4.5358 1.0643 -0.7926 -0.7360 1.1014
S -0.1126 -3.2629 -0.6943 -1.2447 1.4181 -2.1185
O -1.0460 -3.8777 -1.6619 1.0871 -0.0183 1.5025
O -0.3836 -1.8230 -0.5594 -0.2191 -1.8922 0.7114
O 1.2918 -3.5078 -0.9074 0.3287 -0.5898 0.1569
C 2.6403 -0.8505 -3.3656 -2.0692 1.5180 2.4319
F 3.5056 -1.6742 -2.7167 -0.8456 0.1442 -1.2998
F 3.1738 -0.3455 -4.4634 0.8878 -0.4985 -0.7398
F 1.4759 -1.4598 -3.7268 1.5897 -0.1000 0.4575
S 2.2738 0.7070 -2.2187 0.8305 2.5516 1.5952
O 3.6121 0.9706 -1.5769 -2.1378 -0.8381 -2.1134
O 1.7963 1.7506 -3.1583 1.5573 -2.1355 1.1225
O 1.2697 0.3926 -1.1720 2.4401 -0.4000 -2.5196
C 2.9866 -1.1689 3.1425 -0.5952 -0.0673 -0.0867
F 4.1295 -0.8787 3.7679 0.5787 0.9142 0.4638
F 3.2711 -2.2069 2.4025 0.0170 -1.2468 -1.1813
F 2.1465 -1.6078 4.1109 -0.2512 0.4913 -0.2091
S 2.3453 0.2691 2.1012 0.0097 4.1014 -1.0795
O 2.0351 1.2661 3.1271 0.5810 -1.0872 0.2743
O 3.4294 0.7090 1.1986 -1.3110 -1.9449 1.9253
O 1.1044 -0.1270 1.4300 2.3754 -1.6865 2.1793
C 1.3953 4.2725 0.2880 -2.4696 -2.3340 0.4534
F 1.2694 5.6194 0.1588 0.6257 -0.6295 -0.4206
F 2.1475 3.6741 -0.6098 0.3265 1.0787 -0.7339
F 1.9440 4.0059 1.4612 0.2860 0.5520 0.8024
S -0.3943 3.4434 0.2029 -2.7177 0.2522 -1.0749
O -1.2136 4.2016 1.1581 1.3511 -0.3325 0.5965
O -0.8830 3.7564 -1.1453 1.5938 -0.4701 0.8227
O -0.3320 1.9907 0.5260 0.9083 4.0364 0.4440
C -2.8081 -0.6780 3.7313 -0.4778 -1.6930 -3.6580
F -1.5501 -0.7028 4.1267 -0.2936 0.7603 0.5886
F -3.4470 -1.7213 4.3030 -0.0539 0.2177 0.5970
F -3.4937 0.4208 3.9625 0.3965 0.7632 1.3284
S -2.9201 -0.9270 1.8079 -0.1257 -1.2407 -4.3416
O -4.1903 -0.4345 1.2695 0.1667 0.3090 2.1574
O -1.8113 -0.1774 1.2287 -0.7692 0.5272 2.2664
O -2.7621 -2.3394 1.4723 -0.1882 0.3878 2.0838


17
Properties=species:S:1:pos:R:3:forces:R:3 method="wB97M-V/def2-TZVPD" charge=+1 multiplicity=6 total_energy_ev=-178752.4424 relative_energy_ev=0.228 gap_ev="6.97 / 4.83" lumo_energy_ha="-0.184 / -0.272"
Ir 2.3318 1.2777 0.0000 -0.9579 -0.7092 0.0008
Se 4.8841 1.1649 0.0000 -0.1609 0.4496 -0.0007
Te 5.8068 3.4289 0.0000 -0.2524 -0.4038 0.0002
Te 3.6051 5.1121 0.0000 -0.3161 -0.0648 -0.0003
Se 1.6229 3.6729 0.0000 0.9443 0.2935 0.0004
F -4.2691 -1.4871 0.0000 0.4115 0.0233 0.0000
C -2.9536 -1.3630 0.0000 0.3456 0.0134 0.0000
C -2.3736 -0.0860 0.0000 0.3703 0.1381 0.0000
F -3.1380 0.9975 0.0000 -0.0166 -0.1348 0.0000
C -0.9923 0.0348 0.0000 -0.1912 -0.1372 0.0000
F -0.4073 1.2564 0.0000 -0.7466 -0.3038 0.0000
C -0.1522 -1.0840 0.0000 0.1686 0.4982 0.0000
S 1.5762 -0.9326 0.0000 0.6371 -0.1797 -0.0004
C -0.7492 -2.3568 0.0000 -0.1700 0.1159 0.0002
F 0.0229 -3.4328 0.0000 -0.2464 0.0906 0.0000
C -2.1342 -2.4987 0.0000 0.1535 0.1801 -0.0001
F -2.6795 -3.7046 0.0000 0.0272 0.1308 0.0000


16
Properties=species:S:1:pos:R:3:forces:R:3 method="wB97M-V/def2-TZVPD" smiles=C[C@H]1[C@H]2CC[C@@H]12 total_energy_ev=-6381.9054 relative_energy_ev=1.954 gap_ev=10.65 lumo_energy_ha=0.044
C -0.6841 -0.8643 -1.5548 -0.0326 -0.1058 0.1693
C -1.0527 0.0397 -0.3548 -0.0331 0.1449 -0.0813
C -0.6055 0.3061 1.1148 -0.2493 -0.2205 0.0807
C 0.7183 -0.3362 1.4676 0.0339 -0.1193 -0.0579
C 1.3111 0.3620 0.2097 0.2731 0.0769 -0.1792
C -0.0369 1.0812 -0.0379 0.0941 0.2626 -0.1234
H 0.1570 -1.5505 -1.4279 -0.1955 0.0273 0.2374
H -0.3839 -0.1650 -2.3536 -0.0710 -0.2424 0.2265
H -1.5242 -1.4320 -1.9686 0.0295 -0.0163 0.3941
H -2.0992 0.3317 -0.4187 0.2617 0.5350 -0.1898
H -1.2779 0.7493 1.8510 -0.2692 -0.5455 -0.3324
H 1.1790 0.0264 2.3943 -0.2181 0.0284 -0.2007
H 0.6776 -1.4286 1.5145 0.2483 0.0890 -0.1572
H 1.6561 -0.3124 -0.5775 0.0583 0.2233 -0.0047
H 2.1046 1.0668 0.4530 0.0325 -0.0913 0.0226
H -0.1393 2.1257 -0.3112 0.0375 -0.0463 0.1959


16
Properties=species:S:1:pos:R:3:forces:R:3 method="wB97M-V/def2-TZVPD" total_energy_ev=-6379.8796 relative_energy_ev=3.980 gap_ev="8.15 / 8.12" lumo_energy_ha="0.025 / 0.024"
C 0.2572 -0.2162 1.8108 0.1289 0.0953 -0.0523
C -0.1480 -0.2796 0.3473 0.4180 0.2226 -0.2885
C -0.8146 -1.4473 -0.1558 0.0500 -0.0549 -0.1950
C 0.9055 -0.3177 -0.7964 -0.2352 -0.4774 -0.0261
C 0.6319 1.0637 -1.3454 -0.3146 -0.2468 0.1653
C -0.5985 0.9940 -0.4260 -0.5482 0.6123 0.1115
H 0.3660 -1.2195 2.2446 -0.0038 0.1897 -0.2340
H -0.4638 0.3298 2.4315 0.0282 -0.0653 -0.2106
H 1.2277 0.2788 1.8666 -0.0405 0.0837 0.2350
H -0.7475 -2.3790 0.4274 0.5791 0.2551 -0.6120
H -1.6282 -1.4439 -0.8689 0.1472 0.4113 -0.0419
H 1.3834 -1.1217 -1.3218 0.3900 -0.4925 0.4249
H 1.3127 1.8617 -0.9933 0.1399 -0.6764 0.0091
H 0.4861 1.2467 -2.4219 -0.1786 -0.2978 0.3556
H -1.4760 0.7751 -1.0290 -0.2584 0.2108 0.3270
H -0.7238 1.8500 0.2247 -0.3021 0.2303 0.0321


16
Properties=species:S:1:pos:R:3:forces:R:3 method="wB97M-V/def2-TZVPD" total_energy_ev=-6376.9255 relative_energy_ev=6.934 gap_ev=4.47 lumo_energy_ha=-0.045
C 0.6571 1.2917 -1.3831 -0.4493 -0.9332 -0.6100
C 0.0379 0.1309 -0.9244 -0.9173 1.1619 -0.5112
C -0.7369 -0.7424 -1.7493 0.9472 -0.3056 2.0728
C 0.1332 -1.4646 1.0137 -5.4251 0.4945 -0.2678
C -0.0339 -0.1005 0.5191 -0.8836 -0.7978 -1.1757
C 0.0530 0.8939 1.5884 -1.9842 0.9674 0.7903
H 1.0111 0.9331 2.1701 -1.0599 -0.3195 -0.4391
H 0.6221 1.5494 -2.4363 -0.0814 -0.1560 0.1053
H 1.0978 2.0139 -0.7702 0.7506 0.6822 1.0535
H -0.5978 -0.6690 -2.7855 -0.1998 0.2581 -1.2840
H -1.3356 -1.5540 -1.3752 -0.0045 -0.0445 0.1909
H -0.6407 -1.6250 1.8617 3.0382 0.3950 0.2444
H 1.0434 -0.9711 0.6196 2.8072 -1.8892 1.2749
H -0.9078 0.6323 2.2470 2.2697 0.7218 -0.8808
H -0.2713 -2.1697 0.3089 1.0268 -0.4244 -1.0239
H -0.1315 1.8511 1.0956 0.1653 0.1892 0.4603


16
Properties=species:S:1:pos:R:3:forces:R:3 method="wB97M-V/def2-TZVPD" smiles="C[C@@H]1C=CCC1" total_energy_ev=-6383.6133 relative_energy_ev=0.246 gap_ev=10.29 lumo_energy_ha=0.044
C 1.7671 -0.3975 0.5097 0.0851 -0.0497 0.1129
C 0.7082 0.1246 -0.4918 0.0378 -0.0074 -0.0015
C -0.4798 -0.8419 -0.7353 0.0047 -0.0607 -0.0717
C -1.6439 -0.3221 0.1385 -0.0250 -0.0724 0.0366
C -1.2581 1.1162 0.3840 0.1396 0.0490 -0.0180
C 0.0030 1.3563 0.0352 -0.1607 0.0234 -0.0274
H 1.9707 0.3401 1.2948 -0.0133 -0.1038 -0.1471
H 2.7235 -0.6222 0.0212 -0.2353 -0.0131 0.0660
H 1.4272 -1.3143 1.0106 0.0387 0.2208 -0.0999
H 1.2117 0.3445 -1.4417 -0.0862 -0.0089 0.1508
H -0.7755 -0.7854 -1.7874 0.0169 -0.0032 0.1034
H -0.2183 -1.8852 -0.5289 -0.0320 0.1601 -0.0076
H -1.7247 -0.8641 1.0918 0.0183 0.0749 -0.1342
H -2.6164 -0.4237 -0.3587 0.1720 0.0193 0.0633
H -1.9359 1.8425 0.8252 0.1235 -0.0976 -0.0582
H 0.5136 2.3107 0.1407 -0.0839 -0.1310 0.0328